14 unconnected molecules or ions with the total composition C6H35O15 at a distorted geometry, computed with the ωB97M-V functional and the def2-TZVPD basis.

Output
E_LUMO (spin up / spin down) = -0.59 / -5.99 eV
F_max = 2.503 eV/A
HOMO-LUMO gap (spin up / spin down) = 10.159 / 4.762 eV
HOMO level (spin up / spin down) = -10.75 / -10.75 eV

```
! RIJCOSX wB97M-V def2-TZVPD def2/J DEFGRID3
* xyz 0 2
O -0.22108 0.07726 -0.28795
C -0.21820 -1.22004 -0.43994
O 0.38766 -1.84759 -1.27480
C -0.79314 -1.94363 0.80987
C -1.72412 -3.07802 0.42044
C -3.02307 -2.53415 -0.37394
C -3.03293 -0.09254 -0.34191
C -3.59282 -1.21931 0.06778
H 0.05971 -2.17639 1.43963
H -1.33378 -1.22325 1.42170
H -1.33607 -3.80466 -0.28343
H -2.06666 -3.59559 1.31875
H -3.79462 -3.28152 -0.24409
H -2.67026 -2.51928 -1.40753
H -2.36505 -0.05067 -1.18771
H -3.22979 0.97118 -0.23122
H -4.26797 -1.35230 0.90665
H 1.12554 5.10500 -0.05203
H -0.11548 4.09889 -0.03736
O 0.31040 4.84808 0.38102
H 1.19795 0.98803 0.79648
H 2.27292 1.97673 0.32778
O 2.14209 1.16466 0.83112
H 0.64721 0.78305 -1.68787
H 1.14505 -0.45976 -2.48336
O 1.25629 0.49902 -2.38606
H 0.69494 1.13904 -5.14580
H 0.56782 1.38160 -3.70791
O 0.10706 1.61494 -4.54813
H -1.57050 2.75316 2.48910
H -1.04767 4.17102 2.11631
O -1.48395 3.64379 2.77839
H 2.75890 -1.15711 0.92905
H 2.61293 -0.77840 2.36435
O 2.97426 -1.48046 1.81007
H 0.73847 -4.41326 1.14509
H 1.09265 -4.25726 -0.26016
O 0.74778 -4.93829 0.33389
H -2.65259 1.02511 1.75500
H -1.25494 0.93202 1.01557
O -1.71826 1.10907 1.83874
H 1.31263 1.71051 3.70234
H 2.38654 2.36016 2.89600
O 2.13860 2.17619 3.80763
H -1.19913 2.93905 -4.08551
H -2.10463 3.09319 -2.87853
O -1.42752 3.56262 -3.37422
H 3.35921 1.42628 -1.41913
H 3.53537 1.28055 -3.06169
O 3.79493 1.65987 -2.23189
H 3.73845 -3.31986 -1.83107
H 2.23537 -3.02206 -1.55977
O 2.83987 -3.53512 -2.09567
H -0.48797 0.14829 3.55081
H 0.19814 -1.13900 3.77589
O 0.35341 -0.19887 3.88924
*
```